Density functional theory data (the ωB97M-V functional and the def2-TZVPD basis) for one molecule with the formula C7H16N2 at a distorted geometry.

Geometry as XYZ:
```
25
Properties=species:S:1:pos:R:3:forces:R:3
H -4.081898 0.577637 -1.021020 0.35 -0.29 0.09
N -3.059971 0.583554 -0.903304 0.32 -0.43 1.25
C -2.669919 -0.061867 0.134280 1.80 1.09 -0.23
C -0.874365 0.016888 0.557887 -5.78 0.07 -0.39
C -0.602230 1.504199 0.613384 0.30 0.11 0.04
C -0.284988 -0.842560 -0.480154 4.02 0.13 2.00
N -0.495166 -0.513470 -1.837258 -0.22 0.69 -0.97
C 1.478951 -0.741931 0.020403 -1.56 -1.02 -1.94
C 2.220940 0.346187 -0.736120 0.12 0.01 -0.19
C 1.842451 -0.774360 1.495976 -0.40 0.09 0.09
H -3.393692 -0.600838 0.777117 0.51 0.06 -0.02
H -0.844354 -0.443749 1.544085 0.16 0.01 -0.06
H -0.465141 1.932023 -0.380323 -0.02 0.03 0.05
H -1.432599 2.030621 1.090792 0.08 -0.10 -0.09
H 0.286833 1.718182 1.212807 0.03 -0.03 -0.19
H -0.501898 -1.896111 -0.293501 -0.07 0.13 -0.02
H -0.855487 0.443870 -1.954007 0.36 -0.58 0.19
H -1.218268 -1.090976 -2.259242 0.29 -0.02 0.21
H 1.774416 -1.705364 -0.410680 0.25 0.09 0.02
H 2.060828 1.339694 -0.311491 -0.06 -0.01 -0.01
H 1.946228 0.363577 -1.795477 -0.13 0.01 0.17
H 3.303023 0.161167 -0.708061 -0.12 0.00 0.10
H 1.682048 0.192935 1.981179 -0.10 -0.07 0.02
H 2.908604 -1.002366 1.625804 -0.18 -0.02 -0.16
H 1.275656 -1.536943 2.036922 0.04 0.05 0.04
```
Forces are in eV/Å.

* 2S+1: 1
* net charge: 0

=====

Density functional theory data (the ωB97M-V functional and the def2-TZVPD basis) for C30H63AsF6NO8 as an isolated structure at a distorted geometry.

Geometry as XYZ:
```
109
Properties=species:S:1:pos:R:3:forces:R:3
As -0.472878 -0.426874 1.252333 -0.18 0.48 0.72
F -0.629218 -0.890954 2.995193 0.18 0.42 -2.08
F 0.188822 -2.027144 0.856383 -0.38 1.24 0.34
F -0.257168 0.046006 -0.490317 -0.30 -0.24 1.30
F -1.169128 1.191006 1.632503 0.57 -1.44 -0.54
F 1.148932 0.278126 1.542553 -1.36 -0.81 -0.23
F -2.125028 -1.019714 0.884733 1.46 0.50 0.27
C -2.617158 3.548676 -5.529747 -0.44 -0.57 -0.16
C -1.076208 3.568416 -5.684677 0.61 1.27 0.50
N -0.440428 2.250546 -5.888867 -5.66 -0.54 -0.85
C -0.870058 1.271026 -4.853467 3.02 0.30 1.16
C -0.398628 1.767786 -3.489217 -0.33 -0.11 0.26
C -0.717908 1.657616 -7.207477 1.41 -0.91 -0.76
C 0.095062 2.247586 -8.296467 1.68 0.67 -1.15
H -2.984458 4.572296 -5.456337 0.37 0.09 0.07
H -3.046378 3.000896 -4.690817 0.41 -0.05 0.12
H -3.063208 3.151166 -6.441417 0.01 -0.09 -0.04
H -0.947338 4.299446 -6.482837 0.74 -0.61 -0.40
H -0.610478 4.019706 -4.808577 -0.09 -0.10 0.09
H -1.928678 1.011476 -4.845347 -0.17 0.39 -0.64
H -0.293698 0.385686 -5.121947 -0.37 -0.34 0.21
H -0.693058 1.039876 -2.733207 0.30 -0.06 0.04
H 0.680812 1.918986 -3.481267 0.03 -0.21 0.04
H -0.846688 2.711266 -3.177477 -0.15 -0.10 -0.16
H -1.758748 1.657846 -7.531107 -0.50 0.63 0.86
H -0.489228 0.592256 -7.178857 0.13 0.00 0.43
H -0.078038 3.301666 -8.513397 -0.31 -0.08 0.00
H 0.045802 1.676746 -9.223717 -0.67 0.04 0.01
H 1.162822 2.164116 -8.093937 0.09 0.10 0.43
C 3.366542 1.345376 -1.093737 0.78 0.21 0.15
C 3.820362 0.034976 -1.647337 -0.24 -1.63 0.10
O 4.951392 -0.207314 -2.030387 -0.77 0.70 0.40
C 2.761742 -1.078864 -1.753097 1.00 0.02 -0.70
H 3.068252 1.900246 -1.983257 -0.09 0.46 0.11
H 4.234862 1.805666 -0.622317 -0.08 0.35 -0.18
H 2.551652 1.311956 -0.370587 -0.10 -0.39 -0.24
H 2.702622 -1.668914 -0.838527 -0.28 0.33 0.24
H 3.195692 -1.749364 -2.494877 -0.24 -0.14 -0.14
H 1.784652 -0.726174 -2.083267 -0.05 0.05 0.32
C -2.897838 1.871266 -1.359877 -0.58 -0.72 -0.35
C -4.246198 2.016476 -0.682437 -1.60 1.49 -0.52
O -5.300828 2.154506 -1.330387 2.35 -0.65 1.34
C -4.208728 2.178316 0.847963 -0.97 0.05 -0.91
H -2.314908 1.108616 -0.843487 0.21 0.19 0.05
H -2.341278 2.807216 -1.408407 -0.14 0.07 0.43
H -3.052058 1.554996 -2.391517 -0.15 -0.08 -0.07
H -4.443538 1.220766 1.312783 0.62 -0.18 0.08
H -5.065118 2.793116 1.124913 0.08 0.23 -0.09
H -3.281958 2.635876 1.194153 0.00 -0.43 0.06
C -3.262138 -4.048894 2.997283 -0.23 -0.17 0.14
C -2.025948 -4.929314 3.006133 0.15 -0.45 1.93
O -1.573598 -5.319394 4.080573 -0.46 0.43 -1.27
C -1.374478 -5.290414 1.712583 0.58 1.07 -0.45
H -3.003668 -3.016754 2.760643 0.15 0.04 -0.14
H -3.738508 -4.067754 3.977493 0.22 -0.02 0.05
H -4.020988 -4.374294 2.285693 0.18 -0.06 -0.29
H -0.303378 -5.451174 1.835083 -0.20 -0.75 0.32
H -1.358308 -4.390104 1.098353 -0.51 0.06 -0.38
H -1.903688 -6.088074 1.191253 0.14 -0.03 0.05
C 3.616172 -1.045884 2.302123 1.42 0.35 -0.11
C 5.090542 -1.415204 2.334833 0.46 -1.09 1.37
O 5.866572 -0.925114 3.136903 -0.61 0.12 -0.79
C 5.545622 -2.604444 1.499983 0.25 0.83 -0.74
H 3.536372 -0.232104 3.022883 -0.50 -0.10 -0.18
H 3.026442 -1.925284 2.560943 -0.15 0.13 -0.01
H 3.375112 -0.720274 1.290203 -0.29 0.02 0.09
H 6.630092 -2.573664 1.394773 -0.02 -0.14 0.30
H 5.157942 -2.487704 0.487963 -0.27 -0.28 -0.11
H 5.226562 -3.560144 1.915843 -0.11 0.12 0.07
C 0.205042 3.628956 -0.590417 -0.88 0.56 -0.48
C 1.285732 4.317516 0.200893 1.63 -0.95 -0.29
O 2.011192 5.166796 -0.278657 -0.84 0.04 0.17
C 1.668082 3.618476 1.497133 -0.46 1.06 0.78
H -0.088178 4.163426 -1.493997 0.48 0.37 -0.11
H -0.741058 3.520836 -0.060037 0.30 -0.41 0.47
H 0.580742 2.656156 -0.907587 -0.11 -0.22 0.33
H 0.797022 3.431626 2.125183 -0.18 -0.42 -0.31
H 2.277802 4.272586 2.120413 0.31 0.06 -0.32
H 2.219172 2.693106 1.329583 -0.22 -0.02 -0.16
C -2.685958 -1.989934 8.181073 1.45 0.30 0.73
C -1.403668 -2.033494 7.385413 2.67 0.18 0.93
O -0.297008 -1.829304 7.946123 -2.88 -0.54 -1.65
C -1.496178 -2.311884 5.887883 0.07 -0.31 0.77
H -2.394868 -1.732744 9.199513 -0.03 0.34 -0.01
H -3.104468 -2.988744 8.304903 -0.66 0.23 -0.79
H -3.239668 -1.157244 7.747353 -0.85 -0.56 0.07
H -0.504178 -2.626134 5.563393 -0.16 0.33 -0.34
H -1.908008 -1.460474 5.346033 0.42 0.29 0.00
H -2.204818 -3.110214 5.667443 0.05 -0.23 0.26
C 2.186192 -0.394124 5.363483 0.56 0.00 0.27
C 2.247482 1.096976 5.086303 1.83 0.00 0.19
O 3.272392 1.760556 5.254613 -1.53 -0.92 -0.19
C 0.984932 1.664106 4.550573 -0.23 0.09 0.55
H 3.199942 -0.767104 5.509403 -0.04 -0.12 -0.20
H 1.649552 -0.915304 4.570713 0.17 0.04 -0.22
H 1.629882 -0.652214 6.264593 -0.18 0.38 0.23
H 0.808462 2.582836 5.109943 -0.27 0.13 -0.25
H 0.224432 0.910556 4.755273 -0.39 0.40 -0.32
H 1.070362 1.858436 3.481443 -0.08 -0.09 0.14
C -1.213038 -2.245144 -2.456087 0.42 -0.46 0.73
C -0.555488 -2.679534 -3.741057 -1.69 0.79 -1.18
O -0.979778 -2.234814 -4.808107 0.92 -0.36 0.61
C 0.552492 -3.692274 -3.621687 -0.37 0.03 0.07
H -1.564928 -3.111414 -1.895867 0.22 -0.27 0.04
H -2.082768 -1.588304 -2.471177 0.31 0.22 -0.74
H -0.432038 -1.808004 -1.833957 -0.08 0.11 0.25
H 1.433912 -3.194844 -3.217017 0.05 -0.12 0.13
H 0.805402 -4.202784 -4.550947 -0.15 0.32 -0.05
H 0.185382 -4.425144 -2.903197 0.37 -0.12 0.13
```
Forces are in eV/Å.

* 2S+1: 2
* net charge: 0
* <S²>: 0.754

=====

Density functional theory data (the ωB97M-V functional and the def2-TZVPD basis) for C56H34CeCl4N5 as an isolated structure at a distorted geometry.

Geometry as XYZ:
```
100
Properties=species:S:1:pos:R:3:forces:R:3
Ce -1.243477 -16.720730 9.496775 1.26 0.60 1.86
Cl 1.412925 -8.770565 5.312867 0.39 0.33 0.14
C 0.896252 -10.252080 5.973265 -0.69 -3.34 1.77
C 1.789835 -11.263827 6.596343 -0.96 2.21 -0.33
C 1.250082 -12.511531 6.940161 -0.23 1.35 -0.96
C -0.134180 -12.732851 6.888357 -0.05 -2.24 -0.14
C -0.982818 -11.838174 6.331378 0.87 2.57 -0.44
C -0.478033 -10.599399 5.900116 1.06 -0.11 0.03
C -0.763504 -14.037901 7.315843 1.33 0.43 0.25
C -0.213713 -15.200447 6.803000 1.82 -3.28 -1.14
C 0.619047 -15.351776 5.574921 0.50 -0.46 0.51
C 1.069228 -16.673091 5.479921 -0.55 2.15 0.30
C 0.599537 -17.322438 6.630536 -1.04 -1.96 2.72
C 0.945969 -18.695951 7.042785 -0.73 0.23 -1.05
C 1.912644 -19.539405 6.184202 -1.00 1.70 0.51
C 3.014885 -20.156349 6.748961 -0.29 -0.87 0.46
C 3.736217 -21.043548 5.975609 0.38 -0.09 -1.50
C 3.461324 -21.238273 4.631447 -2.16 2.38 -0.42
Cl 4.499462 -22.085222 3.591836 0.65 -0.81 -0.28
C 2.403992 -20.488084 3.990031 1.75 -0.55 1.57
C 1.657105 -19.633399 4.800908 -0.62 -0.26 -0.62
C 0.219205 -19.449936 8.003082 -1.78 2.15 1.27
N -0.893855 -18.965906 8.724302 -0.47 -0.51 -0.26
C -1.472236 -20.012757 9.459924 0.78 0.80 -0.93
C -2.715342 -19.995684 10.141390 -0.45 0.57 -0.69
C -3.268977 -21.305096 10.631038 1.62 0.40 1.28
C -3.583889 -21.386481 12.005085 -0.60 -0.14 -0.49
C -3.946753 -22.651744 12.516616 0.99 0.37 -0.23
C -3.838695 -23.818388 11.749083 -0.44 2.18 -0.54
Cl -4.077891 -25.355012 12.458980 -0.16 -0.34 0.08
C -3.615977 -23.669158 10.370415 0.36 -1.94 1.17
C -3.207633 -22.478740 9.854197 -1.28 1.83 -0.91
C -3.563533 -18.863049 10.314065 -2.09 -0.19 -0.44
C -4.972945 -18.980928 10.848476 0.40 3.15 -0.84
C -5.450394 -17.632368 10.848679 0.62 -2.51 1.07
C -4.411033 -16.756422 10.349494 0.46 -0.13 -0.27
N -3.351813 -17.547486 9.910173 -1.46 -1.18 1.45
C -4.362441 -15.301764 10.320404 -0.35 -1.20 -0.50
C -3.473647 -14.549376 9.528668 -0.22 0.94 -0.17
C -3.296892 -13.099439 9.707740 3.03 -0.90 -0.96
C -2.118592 -12.781041 9.030436 -1.49 -0.69 0.06
C -1.732988 -13.986400 8.318465 -1.12 0.57 -0.54
N -2.610542 -15.011932 8.565780 -0.06 0.38 0.95
C -5.292545 -14.557456 11.187895 -1.47 -0.62 2.37
C -5.595030 -15.052233 12.527663 0.86 0.19 -0.88
C -6.564407 -14.422370 13.276154 -1.37 1.29 0.85
C -7.220783 -13.229159 12.905926 2.29 -1.32 -2.56
Cl -8.316749 -12.314266 13.792922 -0.65 0.11 0.99
C -6.886997 -12.758356 11.625537 -0.40 -0.20 1.65
C -6.026325 -13.399820 10.800980 1.68 -2.27 -1.61
C -0.622761 -21.155673 9.292464 1.69 1.74 -1.52
C 0.381401 -20.773291 8.424165 0.56 -1.92 0.13
N -0.222649 -16.498037 7.434122 1.54 1.14 -3.49
H 2.810773 -10.942876 6.958410 -1.01 -0.68 -1.16
H 1.916283 -13.345216 6.984371 0.36 -0.40 1.14
H -2.023883 -12.001096 6.169723 -0.54 -0.37 0.26
H -1.217035 -9.920411 5.532260 0.03 0.59 -0.49
H 0.994837 -14.559029 4.911022 -0.76 -0.30 0.33
H 1.658805 -17.157858 4.714097 0.07 0.49 0.12
H 3.276370 -20.119197 7.816874 -0.32 0.46 -0.56
H 4.641396 -21.497909 6.273994 0.69 -0.50 0.94
H 2.424363 -20.561061 2.907722 -0.75 0.19 0.12
H 0.810063 -19.033733 4.380787 0.89 -0.81 0.37
H -3.587957 -20.425533 12.615942 0.00 -1.67 -0.70
H -4.170927 -22.733062 13.551584 -0.22 -0.13 0.76
H -3.679608 -24.599302 9.818229 0.16 0.25 -0.45
H -3.100525 -22.320511 8.772072 0.31 -0.42 0.50
H -5.605803 -19.858305 11.107795 1.01 0.79 -0.20
H -6.402742 -17.406514 11.342975 0.44 0.38 -0.67
H -3.821979 -12.507898 10.398919 -0.40 0.64 0.56
H -1.551895 -11.859132 8.903569 -0.50 -0.17 0.44
H -5.049433 -15.867767 13.097159 -0.61 0.83 -1.44
H -6.885281 -14.803542 14.220715 0.28 -0.48 0.65
H -7.303970 -11.845334 11.353873 -0.84 1.37 -0.81
H -5.900265 -13.158513 9.730353 -0.22 0.47 0.81
H -0.597844 -22.058904 9.796012 -0.45 -1.57 0.83
H 1.231443 -21.344975 8.061627 -0.43 -0.34 0.32
C 1.234698 -19.270979 12.112066 0.39 1.96 0.61
C 1.838954 -18.165915 11.430163 -0.28 -2.21 -1.25
C 1.185244 -16.953559 11.308108 -1.40 1.19 1.75
C -0.087427 -16.755462 12.004282 0.94 -0.47 0.65
C -0.555348 -17.790387 12.896433 1.35 1.26 -1.12
C 0.120112 -18.989489 12.954579 0.76 -0.07 -1.14
N -0.842414 -15.629274 11.712465 -0.36 -1.88 -1.47
C -0.989587 -14.604004 12.614089 0.24 0.82 -0.38
C 0.036967 -13.693908 12.594633 2.19 1.73 1.42
C 0.028506 -12.548134 13.455955 0.61 -1.01 -0.92
C -1.062648 -12.258560 14.247986 0.30 -0.50 -0.87
C -2.129474 -13.162699 14.153236 -0.38 0.96 0.76
C -2.109494 -14.309190 13.379953 0.77 0.88 -0.02
H 1.769054 -20.214746 12.167106 -0.27 0.06 -0.09
H 2.715644 -18.346318 10.753864 -0.56 0.14 1.11
H 1.705352 -16.012429 10.995275 -0.66 -1.07 -0.33
H -1.351003 -17.551408 13.585433 -0.35 -0.07 -0.15
H -0.271031 -19.704850 13.637937 -0.01 -0.81 0.34
H 0.949934 -13.969746 11.994030 -1.10 0.64 0.62
H 0.878977 -11.875992 13.537646 0.07 -0.19 -0.40
H -1.004405 -11.306715 14.789041 -0.65 -0.67 0.14
H -3.007029 -12.890285 14.713523 -0.47 -0.25 0.09
H -2.957285 -14.910274 13.239318 -1.10 -0.78 0.22
```
Forces are in eV/Å.

* 2S+1: 2
* net charge: 0
* <S²>: 0.822

=====

For each record above, in turn, the calculated electronic energy values are -10496.494; -127144.514; -129091.020 eV.